The following is a DFT calculation (the ωB97M-V functional and the def2-TZVPD basis) of C10H14N3O6P2S4 as an isolated structure.

Cartesian coordinates (Å):
O 3.249 -0.893 2.106
S 2.336 -0.746 0.991
O 2.679 -1.417 -0.230
N 0.887 -1.102 1.563
S -0.460 -1.068 0.698
O -0.304 -1.215 -0.725
O -1.424 -1.883 1.382
P -1.304 0.930 0.931
O -0.640 1.787 -0.254
O -0.626 1.480 2.265
S -3.219 0.960 0.916
P 2.649 1.394 0.505
S 3.486 1.715 -1.211
H -1.184 1.664 -1.046
H 0.120 0.915 2.532
H 3.436 1.805 1.589
H 1.420 2.046 0.635
N 6.733 -1.629 -1.933
C 7.942 -1.366 -1.444
C 8.244 -1.383 -0.092
C 7.230 -1.693 0.803
C 5.965 -1.968 0.314
C 5.767 -1.919 -1.061
H 8.709 -1.127 -2.175
H 9.247 -1.161 0.248
H 7.423 -1.718 1.868
H 5.142 -2.199 0.975
H 4.786 -2.116 -1.475
N -6.647 1.870 -0.962
C -7.617 1.963 -1.868
C -8.833 1.303 -1.766
C -9.053 0.499 -0.659
C -8.051 0.392 0.291
C -6.870 1.095 0.096
H -7.408 2.599 -2.721
H -9.584 1.418 -2.535
H -9.987 -0.036 -0.540
H -8.175 -0.226 1.170
H -6.065 1.029 0.819

Results
Molecular weight: 462.45 g/mol
Lowest unoccupied orbital energy: 2.45 eV
Gap between HOMO and LUMO: 8.502 eV
Net charge: -1

Atomic partial charges in e from the Mulliken method, atoms 1 to 2: atom 1 (O): -0.669, atom 2 (S): 1.008